Record 1
{"formula": "C21H16ClN3O3Tc", "method": "wB97M-V/def2-TZVPD", "e_lumo_ev": [-9.7023, -9.9691], "total_charge": 2, "largest_force_ev_per_a": 4.11, "multiplicity": 4, "energy_ev": -47352.76070, "e_above_lowest_kcal_mol": 42.8, "homo_lumo_gap_ev": [4.054, 3.841], "s2": 3.84, "elements": ["Tc", "C", "C", "N", "N", "C", "O", "C", "C", "C", "C", "C", "C", "C", "C", "C", "C", "C", "N", "H", "H", "H", "H", "H", "H", "H", "H", "H", "H", "H", "H", "Cl", "C", "C", "C", "C", "C", "C", "C", "O", "O", "H", "H", "H", "H"], "xyz": [[1.571, -0.150, -1.592], [0.070, 3.451, 0.204], [0.884, 2.325, -0.292], [0.358, 1.327, -0.980], [-0.901, 1.240, -1.305], [-1.159, 0.186, -2.087], [-0.189, -0.590, -2.401], [-2.509, -0.072, -2.542], [-2.756, -1.220, -3.315], [-4.049, -1.526, -3.684], [-5.101, -0.700, -3.299], [-4.854, 0.467, -2.580], [-3.566, 0.784, -2.198], [2.319, 2.203, -0.103], [3.106, 3.125, 0.586], [4.468, 2.894, 0.725], [5.014, 1.748, 0.162], [4.179, 0.877, -0.521], [2.874, 1.085, -0.656], [-0.964, 3.330, -0.110], [0.443, 4.407, -0.161], [0.109, 3.498, 1.293], [-1.933, -1.856, -3.602], [-4.247, -2.408, -4.272], [-6.112, -0.967, -3.564], [-5.674, 1.120, -2.327], [-3.352, 1.678, -1.634], [2.657, 4.007, 1.014], [5.095, 3.588, 1.265], [6.063, 1.519, 0.252], [4.562, -0.031, -0.971], [-1.286, -4.675, 5.160], [-0.536, -3.662, 4.017], [-1.098, -3.514, 2.740], [-0.483, -2.698, 1.817], [0.677, -1.996, 2.163], [1.233, -2.138, 3.437], [0.643, -2.981, 4.355], [1.248, -1.017, 1.193], [1.638, 0.085, 1.531], [1.246, -1.401, -0.048], [-2.003, -4.045, 2.486], [-0.894, -2.586, 0.825], [2.130, -1.594, 3.688], [1.081, -3.117, 5.332]]}



Record 2
{"formula": "C21H16F3N3O4S2", "method": "wB97M-V/def2-TZVPD", "e_lumo_ev": -0.4016, "largest_force_ev_per_a": 6.63, "multiplicity": 1, "energy_ev": -64516.10461, "e_above_lowest_kcal_mol": 0.5, "homo_lumo_gap_ev": 8.470, "elements": ["O", "O", "O", "F", "F", "F", "N", "O", "S", "C", "C", "C", "C", "C", "C", "C", "C", "C", "C", "C", "C", "C", "C", "C", "C", "C", "C", "N", "N", "C", "C", "C", "S", "H", "H", "H", "H", "H", "H", "H", "H", "H", "H", "H", "H", "H", "H", "H", "H"], "xyz": [[1.325, -1.385, 5.864], [-2.389, 2.892, -4.276], [-0.679, 2.852, -2.607], [2.172, -2.716, 1.206], [4.364, -2.783, 0.712], [2.942, -4.007, -0.466], [-4.260, -1.881, 0.199], [2.244, 0.623, 2.106], [-0.672, -1.622, 3.384], [1.520, -0.686, 4.913], [-3.286, -1.952, 1.111], [0.193, -0.471, 1.295], [1.250, -0.283, 2.382], [0.920, -0.912, 3.569], [-0.984, -1.031, 1.764], [2.303, -0.701, -2.984], [2.193, 0.592, -2.505], [-4.362, -0.593, -1.893], [2.566, -1.788, -2.198], [2.529, 0.739, -1.136], [-3.860, 0.576, -2.573], [-2.005, 0.638, -0.999], [-3.682, -1.062, -0.686], [-2.519, -0.449, -0.222], [2.898, -1.592, -0.802], [2.959, -0.284, -0.236], [-2.712, 1.084, -2.206], [2.174, 0.496, 5.229], [-2.164, -1.066, 0.923], [3.084, -2.822, 0.193], [3.307, 0.068, 1.283], [-3.016, 3.976, -1.928], [-2.095, 2.687, -2.880], [-3.340, -2.663, 2.022], [0.327, 0.043, 0.380], [2.068, -0.768, -3.962], [1.866, 1.376, -3.160], [-5.257, -1.175, -2.198], [2.504, -2.675, -2.723], [2.662, 1.792, -0.744], [-4.527, 1.078, -3.337], [-1.283, 1.283, -0.504], [1.800, 1.266, 4.773], [2.617, 0.519, 6.123], [4.177, 0.706, 1.198], [3.651, -0.802, 1.790], [-2.742, 3.913, -0.849], [-2.679, 4.929, -2.411], [-4.103, 4.040, -1.935]]}



Record 3
{"formula": "C21H16F3NO4S", "method": "wB97M-V/def2-TZVPD", "e_lumo_ev": -0.4823, "largest_force_ev_per_a": 16.47, "smiles": "O=C(O)c1cccc(S(=O)(=O)N(Cc2ccccc2)c2cccc(C(F)(F)F)c2)c1", "multiplicity": 1, "energy_ev": -50688.62567, "homo_lumo_gap_ev": 7.956, "elements": ["O", "C", "O", "C", "C", "C", "C", "C", "S", "O", "O", "N", "C", "C", "C", "C", "C", "C", "C", "C", "C", "C", "C", "C", "C", "F", "F", "F", "C", "C", "H", "H", "H", "H", "H", "H", "H", "H", "H", "H", "H", "H", "H", "H", "H", "H"], "xyz": [[-4.721, -1.667, -0.238], [-3.851, -2.587, -0.153], [-4.187, -3.766, -0.383], [-2.572, -2.594, 0.146], [-1.659, -3.526, 0.273], [-0.440, -3.265, 0.594], [0.013, -2.017, 0.986], [-0.957, -1.115, 1.284], [-0.264, 0.716, 1.675], [-1.396, 1.517, 1.572], [0.454, 0.429, 2.932], [0.781, 0.909, 0.418], [0.150, 0.894, -1.093], [-1.066, 1.741, -1.077], [-1.141, 2.924, -0.798], [-2.325, 3.707, -0.875], [-3.412, 3.357, -1.275], [-3.407, 1.820, -1.823], [-2.260, 1.111, -1.280], [2.071, 0.785, 0.634], [2.752, 1.594, 1.666], [3.985, 1.363, 1.991], [4.793, 0.430, 0.917], [4.168, -0.138, 0.065], [4.944, -1.293, -0.982], [4.884, -0.552, -2.297], [4.348, -2.396, -0.839], [6.271, -1.262, -0.635], [2.946, 0.110, -0.349], [-2.232, -1.244, 0.776], [-5.216, -3.942, -0.670], [-2.091, -4.250, -0.031], [0.203, -4.019, 0.574], [1.069, -2.044, 1.326], [0.871, 1.172, -1.647], [-0.107, -0.077, -1.281], [-0.311, 3.483, -0.397], [-2.443, 4.893, -0.377], [-4.292, 3.640, -1.223], [-4.451, 1.449, -1.889], [-2.266, 0.087, -1.797], [2.124, 2.181, 2.423], [4.588, 1.935, 2.418], [5.976, 0.295, 1.167], [2.384, -0.399, -1.161], [-2.705, -0.387, 0.737]]}



Record 4
{"formula": "C21H16FN3O6Se3TbTe", "method": "wB97M-V/def2-TZVPD", "e_lumo_ev": [1.7926, 1.7966], "total_charge": -1, "largest_force_ev_per_a": 3.96, "multiplicity": 7, "energy_ev": -267284.68321, "e_above_lowest_kcal_mol": 23.4, "homo_lumo_gap_ev": [6.362, 6.373], "s2": 12.68, "elements": ["Tb", "C", "C", "C", "C", "C", "C", "C", "H", "H", "H", "H", "H", "H", "H", "H", "Se", "Se", "Te", "Se", "F", "C", "C", "N", "C", "C", "O", "O", "C", "O", "N", "C", "O", "H", "H", "H", "H", "O", "C", "N", "C", "O", "C", "C", "C", "C", "C", "C", "H", "H", "H", "H"], "xyz": [[7.405, 11.318, 9.380], [8.274, 7.775, 12.086], [9.061, 8.091, 13.301], [9.021, 9.463, 13.682], [9.878, 9.988, 14.605], [10.726, 9.118, 15.274], [10.831, 7.776, 14.916], [9.966, 7.265, 13.969], [8.636, 6.785, 11.764], [8.385, 8.443, 11.285], [7.263, 7.691, 12.387], [8.370, 9.988, 13.003], [10.062, 11.057, 14.687], [11.441, 9.510, 16.000], [11.540, 7.135, 15.321], [10.122, 6.168, 13.672], [8.823, 13.767, 9.000], [7.254, 15.317, 9.644], [5.258, 13.856, 9.848], [5.949, 12.323, 11.681], [12.855, 10.361, 13.175], [12.575, 9.456, 12.251], [12.019, 9.899, 11.139], [11.670, 8.959, 10.154], [11.167, 9.400, 8.779], [9.888, 10.181, 8.987], [9.297, 10.667, 7.966], [9.407, 10.334, 10.130], [12.123, 7.638, 10.186], [12.085, 6.913, 9.195], [12.580, 7.251, 11.451], [12.906, 8.086, 12.554], [13.447, 7.664, 13.536], [11.789, 10.948, 10.894], [11.026, 8.523, 8.256], [11.908, 10.060, 8.269], [13.029, 6.291, 11.534], [7.432, 6.598, 8.993], [6.999, 7.500, 8.287], [6.880, 8.892, 8.667], [6.528, 9.512, 7.540], [6.338, 10.779, 7.421], [6.536, 8.605, 6.366], [6.285, 8.931, 5.063], [6.119, 7.859, 4.180], [6.110, 6.500, 4.666], [6.244, 6.174, 6.064], [6.550, 7.311, 6.868], [6.224, 9.947, 4.798], [5.912, 7.928, 3.091], [5.936, 5.678, 3.902], [6.234, 5.127, 6.427]]}



Record 5
{"formula": "C21H16N2O2", "method": "wB97M-V/def2-TZVPD", "e_lumo_ev": 0.5174, "largest_force_ev_per_a": 0.80, "smiles": "O=c1c2ccccc2nc(Cc2ccccc2)n1-c1ccccc1O", "multiplicity": 1, "energy_ev": -29113.12339, "e_above_lowest_kcal_mol": 0.0, "homo_lumo_gap_ev": 9.268, "elements": ["O", "C", "C", "C", "C", "C", "C", "C", "N", "C", "C", "C", "C", "C", "C", "C", "C", "N", "C", "C", "C", "C", "C", "C", "O", "H", "H", "H", "H", "H", "H", "H", "H", "H", "H", "H", "H", "H", "H", "H", "H"], "xyz": [[1.229, -2.408, -2.221], [0.881, -1.316, -1.825], [0.881, -0.082, -2.600], [1.329, -0.076, -3.923], [1.320, 1.097, -4.643], [0.866, 2.277, -4.055], [0.422, 2.289, -2.753], [0.425, 1.107, -2.005], [-0.016, 1.137, -0.709], [-0.009, 0.059, -0.021], [-0.478, 0.095, 1.407], [-0.816, 1.502, 1.816], [-2.111, 1.982, 1.689], [-2.415, 3.285, 2.040], [-1.424, 4.123, 2.520], [-0.129, 3.652, 2.648], [0.173, 2.349, 2.297], [0.401, -1.158, -0.515], [0.403, -2.323, 0.319], [1.571, -2.725, 0.946], [1.572, -3.849, 1.750], [0.403, -4.572, 1.924], [-0.761, -4.186, 1.290], [-0.772, -3.062, 0.470], [-1.935, -2.707, -0.135], [1.674, -1.005, -4.351], [1.664, 1.106, -5.667], [0.863, 3.191, -4.630], [0.069, 3.191, -2.279], [-1.356, -0.549, 1.512], [0.310, -0.315, 2.045], [-2.888, 1.332, 1.312], [-3.427, 3.648, 1.937], [-1.660, 5.141, 2.794], [0.649, 4.302, 3.022], [1.186, 1.985, 2.396], [2.472, -2.151, 0.793], [2.484, -4.160, 2.237], [0.400, -5.450, 2.551], [-1.676, -4.743, 1.403], [-1.774, -2.010, -0.784]]}